1.
The following is a quantum chemistry calculation of the molecule C4H6S at a distorted geometry, from the Open Molecules 2025 dataset.

```
11
Properties=species:S:1:pos:R:3:mulliken_charge:R:1
S 0.925 -1.028 -1.666 -0.265
C 0.041 0.213 -0.721 -0.038
C -1.270 -0.255 -0.140 -0.711
C -0.948 -0.076 1.158 -0.205
C 0.507 0.357 1.030 -0.793
H 2.068 -0.382 -2.222 0.137
H -0.195 1.137 -1.124 0.384
H -1.971 -0.845 -0.618 0.438
H -1.322 -0.223 2.111 0.429
H 0.782 1.367 1.096 0.299
H 1.382 -0.265 1.097 0.325
```

- SMILES = S[C@H]1C=CC1
- total energy (Ha) = -554.08342
- Kohn-Sham gap (hartree) = 0.3479
- HOMO (Ha) = -0.31678

2.
The following is a quantum chemistry calculation of the molecule C4H6S3 at a distorted geometry, from the Open Molecules 2025 dataset.

```
13
Properties=species:S:1:pos:R:3:mulliken_charge:R:1
C 1.834 -0.712 0.693 -0.968
C 1.242 -0.397 -0.729 -0.566
S -0.600 -0.663 -0.659 -0.031
C -1.360 0.808 -0.194 0.338
S -0.621 2.276 -0.258 -0.251
C -2.772 0.633 0.190 -0.262
S -3.633 -0.671 -0.104 -0.230
H 1.450 -0.035 1.373 0.347
H 2.917 -0.544 0.581 0.297
H 1.704 -1.734 1.076 0.312
H 1.375 0.598 -1.110 0.380
H 1.612 -1.148 -1.413 0.328
H -3.148 1.589 0.553 0.304
```

- SMILES = CCSC(=S)C=S
- total energy (Ha) = -1350.52300
- Kohn-Sham gap (hartree) = 0.2604
- HOMO (Ha) = -0.32642

3.
The following is a quantum chemistry calculation of the molecule C4H6S3 at a distorted geometry, from the Open Molecules 2025 dataset.

```
13
Properties=species:S:1:pos:R:3:mulliken_charge:R:1
C -0.600 2.309 -0.120 -1.236
C 0.092 1.090 0.400 0.046
S 1.868 0.768 -0.150 -0.097
C 1.785 -0.994 0.214 -0.524
S 0.155 -1.695 -0.126 -0.074
C -0.758 -0.234 -0.058 0.025
S -2.370 -0.271 0.009 -0.223
H -0.844 2.144 -1.124 0.402
H 0.126 3.167 -0.157 0.335
H -1.528 2.609 0.518 0.309
H 0.031 0.934 1.464 0.362
H 2.618 -1.468 -0.353 0.362
H 2.043 -1.242 1.303 0.312
```

- SMILES = C[C@@H]1SCSC1=S
- total energy (Ha) = -1350.54256
- Kohn-Sham gap (hartree) = 0.3087
- HOMO (Ha) = -0.31636

4.
The following is a quantum chemistry calculation of the molecule C4H6S3, from the Open Molecules 2025 dataset.

```
13
Properties=species:S:1:pos:R:3:mulliken_charge:R:1
C 0.941 -1.510 -0.097 -0.313
C -0.381 -1.739 -0.099 -0.347
S -1.640 -0.777 -0.858 -0.067
C -1.535 0.800 0.020 -0.623
S -0.371 2.037 -0.597 -0.015
C 1.172 1.296 -0.022 -0.603
S 1.805 -0.186 -0.841 -0.073
H 1.599 -2.283 0.301 0.361
H -0.727 -2.681 0.341 0.359
H -1.398 0.639 1.088 0.364
H -2.549 1.216 -0.115 0.301
H 1.947 2.062 -0.189 0.307
H 1.135 1.126 1.067 0.350
```

- SMILES = C1=CSCSCS1
- total energy (Ha) = -1350.54215
- Kohn-Sham gap (hartree) = 0.3347
- HOMO (Ha) = -0.31875

5.
The following is a quantum chemistry calculation of a structure of composition C4H7AgBr4O at a distorted geometry, from the Open Molecules 2025 dataset.

```
17
Properties=species:S:1:pos:R:3:mulliken_charge:R:1
Ag 22.082 27.581 -23.155 0.583
Br 20.815 30.011 -23.377 -0.496
C 21.307 33.200 -27.205 -0.921
C 22.287 32.048 -27.488 0.746
O 23.073 32.155 -28.382 -0.149
C 22.161 30.846 -26.614 -0.693
H 21.134 33.792 -28.103 0.382
H 21.742 33.861 -26.455 0.324
H 20.382 32.712 -26.905 0.367
H 21.695 31.089 -25.663 0.089
H 23.164 30.445 -26.454 0.378
H 21.551 30.080 -27.102 0.366
C 21.223 31.892 -20.095 0.144
Br 22.996 32.405 -19.489 -0.012
Br 20.316 33.411 -20.926 -0.022
Br 20.142 31.140 -18.724 0.012
H 21.327 31.153 -20.877 -0.099
```

- spin multiplicity = 2
- total energy (Ha) = -10674.51063
- Kohn-Sham gap (alpha / beta) (hartree) = 0.2618 / 0.1091
- HOMO (alpha / beta) (Ha) = -0.43946 / -0.43945
- total charge = +1

6.
The following is a quantum chemistry calculation of a structure of composition C4H7AlO2 at a distorted geometry, from the Open Molecules 2025 dataset.

```
14
Properties=species:S:1:pos:R:3:mulliken_charge:R:1
H -0.909 3.091 1.377 0.392
O 0.779 2.544 0.335 -0.159
C -0.310 2.214 1.067 -0.401
H -0.016 1.576 1.929 0.343
C -1.364 1.236 0.156 -0.587
C -0.908 -0.114 -0.285 -0.500
C 0.115 -1.021 0.272 0.143
H -2.248 1.154 0.803 0.437
H -1.681 1.812 -0.724 0.337
H -1.809 -0.725 -0.449 0.414
H -0.230 -0.246 -1.279 0.342
H -0.246 -1.960 0.725 0.477
O 1.297 -0.694 0.562 -0.237
Al 1.683 1.020 0.052 1.000
```

- total energy (Ha) = -548.72888
- Kohn-Sham gap (hartree) = 0.2343
- HOMO (Ha) = -0.71831
- total charge = +2

7.
The following is a quantum chemistry calculation of a cluster of 2 separate species, C4H7BF5INO2 in total at a distorted geometry, from the Open Molecules 2025 dataset.

```
21
Properties=species:S:1:pos:R:3:mulliken_charge:R:1
O -2.672 -1.547 -0.994 -0.414
C -1.888 -2.277 -0.538 0.467
O -2.260 -3.313 0.281 -0.486
N -0.522 -2.263 -0.792 0.038
F 0.204 -1.921 0.339 -0.201
C -0.091 -1.513 -1.948 -0.663
C -0.190 0.021 -1.834 -0.545
C 1.172 0.735 -1.783 -0.900
I 1.316 1.888 0.049 0.089
H -2.405 -2.908 1.147 0.366
H -0.666 -1.876 -2.784 0.298
H 0.935 -1.803 -2.128 0.457
H -0.759 0.378 -2.680 0.302
H -0.744 0.256 -0.943 0.453
H 1.197 1.476 -2.557 0.334
H 2.011 0.067 -1.873 0.393
B 1.073 2.919 3.814 0.632
F 1.530 3.844 4.767 -0.396
F 0.799 3.593 2.599 -0.413
F 2.063 1.946 3.580 -0.410
F -0.101 2.298 4.276 -0.402
```

- total energy (Ha) = -1183.96789
- Kohn-Sham gap (hartree) = 0.3239
- HOMO (Ha) = -0.23153
- total charge = -1

8.
The following is a quantum chemistry calculation of the molecule C4H7BO2 at a distorted geometry, from the Open Molecules 2025 dataset.

```
14
Properties=species:S:1:pos:R:3:mulliken_charge:R:1
C -0.882 -2.052 -0.045 -0.793
C -0.390 -0.872 -0.399 0.044
B 0.323 0.151 0.619 0.579
O 0.521 -0.237 1.896 -0.637
C 0.908 1.636 0.387 0.422
C 0.752 2.392 -0.701 -0.890
O 1.622 2.147 1.443 -0.544
H -1.344 -2.719 -0.755 0.247
H -0.853 -2.418 0.971 0.145
H -0.473 -0.587 -1.441 0.256
H 0.210 -1.107 2.147 0.255
H 1.175 3.379 -0.755 0.292
H 0.195 2.033 -1.547 0.248
H 1.599 1.492 2.151 0.376
```

- SMILES = C=CB(O)C(=C)O
- total energy (Ha) = -331.95863
- Kohn-Sham gap (hartree) = 0.3385
- HOMO (Ha) = -0.32563

9.
The following is a quantum chemistry calculation of a cluster of 2 separate species, C4H7Br in total at a distorted geometry, from the Open Molecules 2025 dataset.

```
12
Properties=species:S:1:pos:R:3:mulliken_charge:R:1
C -0.442 -0.583 0.252 0.266
C 0.010 0.599 0.028 0.154
C 0.134 -1.912 0.171 -0.677
C 0.245 2.000 -0.198 -1.030
Br 3.193 0.067 -0.184 -0.622
H -1.535 -0.710 0.529 0.287
H -0.167 -2.261 -0.836 0.262
H 1.183 -1.634 -0.046 0.077
H -0.150 -2.590 1.019 0.325
H -0.474 2.544 0.402 0.333
H 1.215 2.375 0.100 0.318
H 0.215 2.199 -1.236 0.306
```

- total energy (Ha) = -2730.48747
- Kohn-Sham gap (alpha / beta) (hartree) = 0.2310 / 0.2311
- HOMO (alpha / beta) (Ha) = -0.30572 / -0.30573

10.
The following is a quantum chemistry calculation of the molecule C4H7Br at a distorted geometry, from the Open Molecules 2025 dataset.

```
12
Properties=species:S:1:pos:R:3:mulliken_charge:R:1
C 1.387 0.507 0.288 -1.365
C 0.286 -0.416 -0.071 0.170
C -0.906 0.083 -0.904 -0.622
C -1.037 -0.208 0.570 -0.243
Br -2.154 -1.686 1.012 -0.194
H 1.063 1.472 0.633 0.356
H 2.039 0.468 -0.536 0.336
H 2.101 0.099 1.029 0.332
H 0.778 -1.344 -0.354 0.313
H -1.166 1.077 -1.348 0.235
H -1.337 -0.738 -1.434 0.296
H -1.055 0.687 1.116 0.388
```

- SMILES = C[C@@H]1C[C@H]1Br
- total energy (Ha) = -2730.56799
- Kohn-Sham gap (hartree) = 0.3952
- HOMO (Ha) = -0.35589

11.
The following is a quantum chemistry calculation of the ion C4H7BrN with charge +1 at a distorted geometry, from the Open Molecules 2025 dataset.

```
13
Properties=species:S:1:pos:R:3:mulliken_charge:R:1
C -0.551 -0.617 0.452 0.255
C -1.059 -1.708 0.891 -0.448
C 1.166 -0.236 -1.099 -0.652
C -0.467 0.880 0.365 -0.367
N 0.746 1.102 -0.545 -0.065
Br -2.438 -1.607 2.221 -0.062
H -0.732 -2.657 0.566 0.411
H 2.248 -0.634 -1.133 0.290
H 0.774 -0.429 -2.122 0.285
H -1.448 1.425 0.026 0.331
H -0.175 1.173 1.321 0.327
H 1.405 1.422 0.165 0.368
H 0.530 1.888 -1.109 0.326
```

- total energy (Ha) = -2784.93853
- Kohn-Sham gap (alpha / beta) (hartree) = 0.3067 / 0.3082
- HOMO (alpha / beta) (Ha) = -0.50364 / -0.50489
- total charge = +1

12.
The following is a quantum chemistry calculation of the molecule C4H7BrN2 at a distorted geometry, from the Open Molecules 2025 dataset.

```
14
Properties=species:S:1:pos:R:3:mulliken_charge:R:1
C 2.051 -0.830 2.169 -0.940
C 1.735 -0.362 0.740 0.074
N 0.622 -0.654 0.234 0.518
N -0.242 -0.657 -0.563 -0.858
C -0.793 0.467 -1.844 0.100
C -2.058 0.023 -2.371 -0.771
Br -0.492 2.241 -1.481 -0.091
H 2.772 -0.238 2.727 0.309
H 2.654 -1.789 2.208 0.228
H 1.066 -0.979 2.701 0.252
H 2.562 0.038 0.054 0.343
H -2.097 -0.263 -3.438 0.254
H -2.167 -0.894 -1.799 0.290
H -2.918 0.666 -2.126 0.293
```

- SMILES = C/C=N/N=C(/C)Br
- total energy (Ha) = -2839.93302
- Kohn-Sham gap (alpha / beta) (hartree) = 0.2666 / 0.2781
- HOMO (alpha / beta) (Ha) = -0.27631 / -0.29084

13.
The following is a quantum chemistry calculation of the molecule C4H7BrN2 at a distorted geometry, from the Open Molecules 2025 dataset.

```
14
Properties=species:S:1:pos:R:3:mulliken_charge:R:1
C 0.912 -0.113 1.230 -1.260
C 0.294 0.318 -0.100 0.445
C 0.510 -0.793 -1.125 -1.322
C -1.168 0.707 -0.034 0.482
Br -2.527 -1.037 0.056 -0.257
N -1.759 1.811 -0.656 -0.232
N -1.744 1.894 0.548 -0.191
H 0.184 -0.905 1.733 0.279
H 0.866 0.758 1.803 0.400
H 1.973 -0.533 1.233 0.332
H 0.793 1.096 -0.606 0.302
H 0.312 -1.732 -0.526 0.337
H 1.558 -0.679 -1.524 0.366
H -0.204 -0.789 -2.033 0.321
```

- SMILES = CC(C)C1(Br)N=N1
- total energy (Ha) = -2840.02831
- Kohn-Sham gap (hartree) = 0.3755
- HOMO (Ha) = -0.37353

14.
The following is a quantum chemistry calculation of a cluster of 3 separate species, C4H7BrN2 in total at a distorted geometry, from the Open Molecules 2025 dataset.

```
14
Properties=species:S:1:pos:R:3:mulliken_charge:R:1
C -0.251 0.689 -0.376 0.106
C -0.725 -2.202 -0.198 -0.214
C 2.152 0.798 0.490 -1.114
C 1.163 0.369 -0.623 -0.275
N -1.173 1.285 -0.137 -0.341
N -1.592 -2.553 0.486 -0.079
Br -4.464 0.785 -0.128 -0.154
H 2.224 -0.003 1.098 0.332
H 3.136 1.000 -0.022 0.266
H 1.820 1.645 0.962 0.397
H 1.354 -0.710 -1.063 0.306
H 1.409 0.989 -1.446 0.272
H -2.922 0.997 -0.147 0.233
H -2.130 -3.090 1.102 0.266
```

- spin multiplicity = 3
- total energy (Ha) = -2839.81987
- Kohn-Sham gap (alpha / beta) (hartree) = 0.1731 / 0.2553
- HOMO (alpha / beta) (Ha) = -0.13360 / -0.40914

15.
The following is a quantum chemistry calculation of the molecule C4H7BrN2S at a distorted geometry, from the Open Molecules 2025 dataset.

```
15
Properties=species:S:1:pos:R:3:mulliken_charge:R:1
C -1.425 -1.078 1.874 -0.457
C 0.305 0.072 -0.542 0.935
C 1.319 0.806 0.148 -1.206
C 0.005 0.553 -1.978 -0.966
N -0.800 -1.622 0.771 -0.878
N -0.355 -0.970 -0.212 0.370
S -1.902 0.629 1.629 -0.247
Br 1.485 0.018 -3.244 -0.161
H -2.114 -1.675 2.404 0.390
H -0.645 -1.223 2.671 0.298
H 1.482 0.425 1.146 0.324
H 1.184 1.861 0.004 0.364
H 2.326 0.554 -0.357 0.369
H 0.022 1.539 -2.097 0.460
H -0.888 0.111 -2.216 0.403
```

- total energy (Ha) = -3238.15146
- Kohn-Sham gap (alpha / beta) (hartree) = 0.3000 / 0.2030
- HOMO (alpha / beta) (Ha) = -0.32480 / -0.28126

16.
The following is a quantum chemistry calculation of the ion C4H7BrNS with charge +1 at a distorted geometry, from the Open Molecules 2025 dataset.

```
14
Properties=species:S:1:pos:R:3:mulliken_charge:R:1
C -0.743 1.145 -2.026 0.103
C -0.274 0.295 -1.363 -0.483
N 0.228 -0.480 -0.285 0.021
C 0.889 0.488 0.573 -0.983
C -0.911 -1.313 0.463 -0.558
S -0.264 -2.953 1.013 0.049
Br 0.884 -2.603 2.890 -0.005
H -0.886 1.917 -2.743 0.441
H 1.007 -1.131 -0.689 0.461
H 1.543 0.883 -0.101 0.486
H 0.096 1.073 1.035 0.380
H 1.440 -0.047 1.332 0.315
H -1.360 -0.626 1.167 0.376
H -1.687 -1.528 -0.193 0.396
```

- SMILES = C#C[N@@H+](C)CSBr
- total energy (Ha) = -3183.18022
- Kohn-Sham gap (hartree) = 0.3343
- HOMO (Ha) = -0.49987
- total charge = +1

17.
The following is a quantum chemistry calculation of a structure of composition C4H7BrO at a distorted geometry, from the Open Molecules 2025 dataset.

```
13
Properties=species:S:1:pos:R:3:mulliken_charge:R:1
C -0.654 1.881 1.210 -0.481
C 0.231 1.028 0.776 0.008
C -0.229 -1.494 -0.195 -1.197
C -0.157 -0.091 -0.872 0.020
O 1.081 0.057 -1.666 -0.490
Br 2.023 0.623 1.292 -0.127
H -0.391 2.361 2.153 0.287
H -1.679 1.751 0.781 0.246
H 0.667 -1.777 0.388 0.355
H -1.124 -1.668 0.381 0.314
H -0.219 -2.099 -1.049 0.422
H -1.033 0.228 -1.500 0.318
H 1.483 -0.800 -1.699 0.323
```

- total energy (Ha) = -2805.75047
- Kohn-Sham gap (hartree) = 0.3733
- HOMO (Ha) = -0.34422